No. 1
The following is a quantum chemistry calculation of a molecular structure, As5CrF30NO3 in a non-equilibrium geometry, from OMol25.

As for the multiplicity: 5. Its largest force on an atom is 0.029 hartree/bohr. The HOMO-LUMO gap (alpha / beta) comes out at 8.0 / 9.1 eV. Its relative energy (zero: lowest compared OMol25 entry of this formula, charge and spin) is 0.0 kJ/mol. Its charge is -4.

Last column: Mulliken charge in e.
Element x y z (Å)
1 Cr 8.581 15.161 -3.168  1.2827
2 N 9.368 13.737 -0.956  1.1910
3 O 9.309 14.996 -1.028  -0.5336
4 O 9.114 13.128 -2.014  -0.5159
5 O 9.635 13.159 0.086  -0.7807
6 As 8.498 18.997 -2.111  2.1213
7 F 6.802 19.013 -2.405  -0.4892
8 F 8.538 17.318 -2.690  -0.5003
9 F 10.188 18.915 -1.796  -0.4952
10 F 8.440 20.670 -1.555  -0.5852
11 F 8.179 18.498 -0.496  -0.4737
12 F 8.850 19.581 -3.690  -0.4781
13 As 5.133 15.335 -1.130  2.1338
14 F 3.635 15.402 -0.208  -0.5774
15 F 4.776 16.818 -1.905  -0.4732
16 F 6.653 15.222 -2.057  -0.4699
17 F 5.504 13.826 -0.365  -0.4964
18 F 4.303 14.501 -2.398  -0.4841
19 F 5.944 16.174 0.127  -0.4733
20 As 12.301 14.891 -3.861  2.2523
21 F 12.277 16.472 -3.206  -0.4713
22 F 12.329 15.555 -5.444  -0.4817
23 F 12.295 13.310 -4.537  -0.4941
24 F 12.240 14.207 -2.289  -0.4767
25 F 10.503 14.877 -3.898  -0.7325
26 F 14.048 14.899 -3.805  -0.5676
27 As 8.114 16.574 -6.593  2.1505
28 F 7.611 18.077 -5.940  -0.4831
29 F 8.292 17.296 -8.172  -0.5642
30 F 8.595 15.036 -7.148  -0.4555
31 F 7.941 15.856 -4.935  -0.6810
32 F 6.505 16.207 -6.975  -0.4769
33 F 9.743 16.958 -6.205  -0.4592
34 As 6.927 11.806 -4.831  2.1378
35 F 5.714 12.862 -5.430  -0.4762
36 F 6.326 11.890 -3.233  -0.4596
37 F 8.167 10.717 -4.326  -0.5135
38 F 7.576 11.712 -6.439  -0.5256
39 F 7.968 13.197 -4.508  -0.5586
40 F 5.891 10.438 -5.153  -0.5659

---

No. 2
The following is a quantum chemistry calculation of a molecular structure, C43H35ClN2O6Ru in a non-equilibrium geometry, from OMol25.

As for the multiplicity: 2. Its largest force on an atom is 0.023 hartree/bohr. The HOMO-LUMO gap (alpha / beta) comes out at 7.5 / 7.6 eV. Its relative energy (zero: lowest compared OMol25 entry of this formula, charge and spin) is 0.0 kJ/mol. Its charge is -1.

Last column: Mulliken charge in e.
Element x y z (Å)
1 Ru 0.056 -0.100 0.282  0.0100
2 O 2.051 -0.149 0.315  -0.6348
3 C 2.895 0.933 0.141  3.3407
4 C 2.204 1.944 -0.808  -2.4525
5 C 1.085 2.678 -0.148  0.1426
6 C 1.191 4.030 0.142  -0.6559
7 C 0.107 4.694 0.676  -1.1325
8 C -1.068 3.997 0.868  -0.9448
9 C -1.118 2.638 0.585  0.5359
10 C -2.395 1.886 0.778  -2.3056
11 C -2.691 0.893 -0.359  3.2041
12 O -1.826 -0.188 -0.337  -0.4791
13 C -2.623 1.667 -1.690  -0.3996
14 C -1.667 1.356 -2.646  -0.0756
15 C -1.589 2.088 -3.827  -0.9153
16 C -2.467 3.134 -4.067  -0.4313
17 C -3.437 3.442 -3.120  -0.9525
18 C -3.513 2.711 -1.945  -0.2880
19 C -4.103 0.307 -0.207  -0.5874
20 C -4.640 -0.396 -1.284  -0.3967
21 C -5.873 -1.017 -1.190  -0.8428
22 C -6.602 -0.947 -0.009  -0.3774
23 C -6.076 -0.258 1.071  -0.9549
24 C -4.834 0.361 0.973  -0.1882
25 N -0.037 1.986 0.119  1.6176
26 C 4.176 0.386 -0.506  -0.6245
27 C 5.169 -0.157 0.307  -0.3648
28 C 6.310 -0.723 -0.238  -0.9264
29 C 6.479 -0.766 -1.616  -0.3652
30 C 5.491 -0.244 -2.435  -0.9343
31 C 4.350 0.326 -1.883  -0.1811
32 C 3.260 1.665 1.437  -0.2198
33 C 4.120 2.763 1.417  -0.2514
34 C 4.415 3.452 2.582  -0.9053
35 C 3.857 3.047 3.790  -0.4835
36 C 3.021 1.942 3.821  -0.9196
37 C 2.733 1.252 2.648  -0.2120
38 H 1.786 1.360 -1.633  0.7025
39 H 2.914 2.667 -1.212  0.5626
40 H 2.125 4.537 -0.054  0.5399
41 H 0.170 5.747 0.917  0.4118
42 H -1.959 4.488 1.236  0.4941
43 H -3.207 2.611 0.866  0.6598
44 H -2.327 1.326 1.711  0.6929
45 H -0.996 0.529 -2.461  0.6081
46 H -0.836 1.833 -4.563  0.4469
47 H -2.404 3.702 -4.988  0.3819
48 H -4.137 4.249 -3.300  0.4116
49 H -4.283 2.946 -1.218  0.3185
50 H -4.069 -0.458 -2.204  0.4523
51 H -6.268 -1.560 -2.041  0.3704
52 H -7.568 -1.431 0.068  0.3849
53 H -6.627 -0.205 2.002  0.3827
54 H -4.439 0.875 1.838  0.3433
55 H 5.042 -0.131 1.383  0.4773
56 H 7.069 -1.138 0.414  0.3624
57 H 7.367 -1.214 -2.044  0.4410
58 H 5.602 -0.284 -3.512  0.3916
59 H 3.586 0.710 -2.547  0.3638
60 H 4.569 3.075 0.479  0.4060
61 H 5.083 4.304 2.550  0.4136
62 H 4.084 3.587 4.702  0.3776
63 H 2.579 1.607 4.751  0.4750
64 H 2.101 0.379 2.658  0.4627
65 C 2.037 -5.948 -3.338  -1.4459
66 C 2.822 -5.194 -2.301  0.9854
67 C 4.212 -5.222 -2.293  -0.7890
68 C 4.916 -4.525 -1.328  0.2670
69 Cl 6.658 -4.654 -1.300  -0.2651
70 C 4.271 -3.761 -0.373  -0.6255
71 C 2.885 -3.739 -0.359  -0.2503
72 C 2.172 -4.466 -1.304  -0.0394
73 O 0.795 -4.553 -1.225  -0.5299
74 C 0.110 -3.463 -1.822  -0.7838
75 C 0.219 -2.164 -1.047  1.3107
76 O 0.350 -1.074 -1.666  -0.6203
77 O 0.096 -2.176 0.207  -0.4771
78 H 2.637 -6.748 -3.771  0.4506
79 H 1.725 -5.288 -4.151  0.2539
80 H 1.134 -6.376 -2.904  0.3221
81 H 4.747 -5.804 -3.033  0.3872
82 H 4.839 -3.199 0.355  0.5275
83 H 2.342 -3.157 0.374  0.6043
84 H -0.948 -3.733 -1.822  0.2879
85 H 0.435 -3.299 -2.853  0.1705
86 O -0.089 0.184 4.560  -0.7025
87 C -0.240 0.186 3.374  0.7426
88 N -0.424 0.224 2.206  -0.5645

---

No. 3
The following is a quantum chemistry calculation of C4H6N2 in the gas phase, from OMol25.

The SMILES is Cc1c[nH]cn1. Its largest force on an atom is 0.011 hartree/bohr. The HOMO-LUMO gap comes out at 9.5 eV. Its relative energy (zero: lowest compared OMol25 entry of this formula, charge and spin) is 38.6 kJ/mol.

Last column: Mulliken charge in e.
Element x y z (Å)
1 C 1.381 1.300 0.127  -0.9073
2 C 0.425 0.192 -0.205  0.5163
3 C 0.265 -1.107 0.219  -0.5577
4 N -1.080 -1.390 0.016  -0.0731
5 C -1.642 -0.278 -0.526  -0.1859
6 N -0.765 0.664 -0.720  -0.5880
7 H 2.076 1.075 0.941  0.3000
8 H 0.678 2.064 0.483  0.2752
9 H 1.914 1.730 -0.729  0.2373
10 H 0.920 -1.868 0.640  0.3780
11 H -1.591 -2.171 0.402  0.2159
12 H -2.700 -0.135 -0.683  0.3894

---

| no. | E (eV) |
| --- | --- |
| 1 | -421787.2295 |
| 2 | -75533.7435 |
| 3 | -7225.1905 |